Record 1
Formula: C3H7O2
Source: OMol25
Level of theory: wB97M-V/def2-TZVPD

strongest force on any atom = 0.0619 Eh/bohr
HOMO = -2.208 eV
charge = -1
DFT total energy = -7317.176 eV
LUMO = 4.010 eV

Positions of all 12 atoms, in Å:
1 H -0.30277 -0.56865 -0.55968
2 H 1.66881 -0.54413 1.31857
3 H -0.20189 1.96819 1.33275
4 C 1.28831 0.33612 1.79515
5 C 0.69959 1.35626 0.93307
6 H 0.36805 -6.19060 2.45066
7 O -1.81042 -1.23367 -1.88818
8 O 1.03657 1.55975 -0.24767
9 C -1.13961 -0.39193 -1.30683
10 H -1.11961 0.72495 -1.53970
11 H 1.09809 0.34985 2.87138
12 H -0.40958 -6.15087 2.68442



Record 2
Formula: C3H7O2P
Source: OMol25
Level of theory: wB97M-V/def2-TZVPD

strongest force on any atom = 0.0526 Eh/bohr
HOMO = -8.891 eV
DFT total energy = -16604.176 eV
LUMO = 0.760 eV

Positions of all 13 atoms, in Å:
1 C -0.83912 -0.42194 0.27647
2 O 2.88124 -0.10614 0.93355
3 O 2.06754 0.66637 -0.85024
4 C -1.19997 -1.21472 -0.70170
5 H 3.52782 -0.07395 0.16899
6 H 1.10630 0.74805 -1.14784
7 H -1.89138 2.00324 0.02386
8 H -1.41115 -0.99088 -1.71014
9 P -0.62713 1.42484 0.09583
10 H -1.67596 -2.18422 -0.52616
11 C 1.77031 0.24916 0.41121
12 H -0.60841 -0.85139 1.18845
13 H -0.42473 1.67498 1.37386



Record 3
Formula: C3H7O2P
Source: OMol25
Level of theory: wB97M-V/def2-TZVPD

strongest force on any atom = 0.0628 Eh/bohr
HOMO = -8.287 eV
DFT total energy = -16604.092 eV
LUMO = 0.413 eV

Positions of all 13 atoms, in Å:
1 P 0.58617 -1.03476 -0.83905
2 H -0.19061 -2.10402 -0.88696
3 C 0.65301 0.64571 1.31028
4 H -0.63103 0.45112 -2.91070
5 H 0.61098 0.87084 2.38271
6 C 0.31926 -0.59557 0.94755
7 H 0.79926 1.38918 0.59090
8 H 1.78256 -1.90425 -0.44979
9 O -2.14371 0.92553 -0.21020
10 H -2.37036 1.81040 -0.62388
11 O -1.30487 0.78412 -2.24022
12 C -1.40625 0.17916 -1.08982
13 H 0.21988 -1.23722 1.75497



Record 4
Formula: C3H7O2P
Source: OMol25
Level of theory: wB97M-V/def2-TZVPD

strongest force on any atom = 0.0703 Eh/bohr
HOMO = -9.983 eV
DFT total energy = -16608.687 eV
LUMO = 0.733 eV

Positions of all 13 atoms, in Å:
1 H 1.41977 0.09356 -1.84667
2 H -1.88394 -0.85764 -1.63608
3 H 1.51446 0.63192 1.89000
4 H -0.61642 -1.56893 1.07162
5 O -0.03544 1.21424 -1.24577
6 C -0.69210 -0.95528 0.15391
7 H 1.41739 2.12980 0.90054
8 C 0.88220 1.24915 1.23857
9 H -2.39840 -2.12914 -0.42254
10 C -1.70891 -1.34552 -0.69459
11 O 1.65851 -0.32038 -0.97660
12 P 0.48249 0.30336 -0.20802
13 H -0.03962 1.55486 1.77563



Question: Which value of LUMO does entry 4 give?
Answer: 0.733 eV



Question: Which of these has the highest DFT total energy?
Answer: C3H7O2



Question: Look up the DFT total energy of the second one.
Answer: -16604.176 eV



Question: DFT total energy of number 3 (C3H7O2P)?
Answer: -16604.092 eV